Entry 1:
49
Properties=species:S:1:pos:R:3 method="wB97M-V/def2-TZVPD" gap_ev="6.292 / 5.582" lumo_ev="0.1 / -0.1" homo_energy_ev="-6.161 / -5.675" energy_ha=-1427.0480
O -0.006 0.346 -5.165
H -0.564 -0.059 -5.849
Pb 0.043 0.024 -0.174
N 0.350 1.704 1.241
N 1.592 1.079 -1.156
N -1.114 -1.142 1.355
N -0.223 -1.832 -1.146
O -0.364 1.860 2.386
O -1.489 -0.698 2.686
O 0.387 -2.021 -2.425
O 2.159 0.356 -2.104
C 2.002 2.148 -0.449
C 1.363 2.485 0.807
C -1.310 -2.404 0.947
C -0.757 -2.789 -0.383
C 1.710 3.610 1.678
H 1.960 3.218 2.661
H 0.832 4.249 1.753
H 2.538 4.148 1.258
C 3.113 2.814 -1.136
H 2.785 3.027 -2.149
H 3.951 2.125 -1.167
H 3.347 3.707 -0.601
C -2.016 -3.369 1.793
C -0.825 -4.134 -0.936
H -2.652 -2.846 2.496
H -1.278 -3.971 2.315
H -2.605 -3.992 1.130
H -0.050 -4.273 -1.679
H -1.807 -4.240 -1.383
H -0.706 -4.815 -0.106
H -1.190 0.272 2.713
H 0.657 -1.099 -2.735
C -0.906 0.788 -4.140
H -0.362 1.479 -3.469
H -1.296 -0.081 -3.568
H -1.764 1.334 -4.610
O -2.128 1.144 -0.203
H -2.201 0.281 0.276
H -1.492 1.720 0.307
C 3.614 -1.943 1.690
C 2.364 -1.177 1.743
N 1.832 -0.707 2.877
O 1.858 -0.999 0.610
H 4.022 -2.067 2.688
H 4.302 -1.403 1.033
H 3.391 -2.904 1.219
H 0.968 -0.151 2.901
H 2.308 -0.894 3.743

Entry 2:
78
Properties=species:S:1:pos:R:3 method="wB97M-V/def2-TZVPD" gap_ev="5.015 / 5.175" lumo_ev="-1.2 / -1.1" homo_energy_ev="-6.197 / -6.245" energy_ha=-2069.2522
Pd 0.077 0.316 0.246
C -4.949 4.311 -0.047
C -4.128 3.066 0.079
C -3.899 2.497 1.331
C -3.149 1.356 1.461
C -2.603 0.705 0.339
N -1.956 -0.480 0.552
C -2.176 -1.564 -0.214
C -3.260 -1.682 -1.115
C -3.431 -2.798 -1.895
C -2.546 -3.871 -1.817
C -2.648 -5.033 -2.753
C -1.554 -3.836 -0.845
C -1.382 -2.731 -0.028
N -0.479 -2.788 1.045
C -0.211 -3.895 1.775
C 0.571 -3.505 2.836
C 0.738 -2.128 2.664
N 0.100 -1.715 1.582
C -2.787 1.318 -0.930
C -3.544 2.478 -1.035
N -2.126 0.812 -2.068
C -2.551 0.875 -3.347
C -1.568 0.323 -4.135
C -0.568 -0.060 -3.237
N -0.922 0.236 -1.996
H -6.005 4.062 -0.164
H -4.637 4.899 -0.906
H -4.847 4.920 0.849
H -4.319 2.969 2.208
H -2.972 0.906 2.426
H -3.976 -0.875 -1.163
H -4.257 -2.838 -2.591
H -3.616 -5.056 -3.245
H -2.502 -5.974 -2.227
H -1.874 -4.950 -3.517
H -0.899 -4.689 -0.736
H -0.610 -4.854 1.520
H 0.969 -4.119 3.617
H 1.287 -1.445 3.282
H -3.655 2.955 -2.000
H -3.506 1.285 -3.610
H -1.567 0.223 -5.202
H 0.377 -0.521 -3.449
O 3.069 0.110 -3.000
C 4.391 0.138 -2.563
N 4.920 -1.174 -2.270
C 4.956 -1.808 -1.071
O 5.448 -2.905 -0.933
C 4.329 -1.042 0.055
C 5.087 -0.499 1.090
C 4.437 0.190 2.100
C 3.060 0.335 2.026
N 2.334 -0.196 1.053
C 2.948 -0.897 0.110
H 2.458 0.021 -2.254
H 4.512 0.779 -1.678
H 4.970 0.557 -3.392
H 5.265 -1.719 -3.048
H 6.159 -0.624 1.105
H 4.989 0.611 2.926
H 2.512 0.884 2.779
H 2.303 -1.388 -0.616
C 1.010 2.140 -0.548
C 0.593 2.917 0.572
C 1.470 3.231 1.644
C 1.060 3.997 2.703
C -0.247 4.507 2.751
C -1.114 4.260 1.675
C -0.699 3.504 0.612
C -0.684 5.278 3.840
N -1.065 5.897 4.732
H 2.087 2.006 -0.654
H 0.502 2.345 -1.490
H 2.496 2.892 1.593
H 1.747 4.238 3.503
H -2.108 4.683 1.686
H -1.355 3.374 -0.236

Entry 3:
58
Properties=species:S:1:pos:R:3 method="wB97M-V/def2-TZVPD" gap_ev="7.795 / 7.796" spin_multiplicity=7 lumo_ev="-4.4 / -4.4" homo_energy_ev="-12.230 / -12.230" s2=12.011 total_charge=+1 energy_ha=-4535.7995
Eu 0.973 -0.830 0.664
F 1.907 1.529 5.814
C 0.893 1.175 5.037
F -0.112 0.680 5.746
F 0.472 2.218 4.340
S 1.491 -0.212 3.979
O 0.506 -0.236 2.800
O 1.542 -1.378 4.790
N 2.892 0.369 3.430
S 3.396 -0.404 2.158
O 2.908 -1.789 2.120
O 3.030 0.283 0.876
C 5.231 -0.369 2.292
F 5.650 0.881 2.292
F 5.547 -0.982 3.413
F 5.708 -1.015 1.245
O -5.408 -0.568 -4.102
N -5.174 -1.023 -2.993
O -6.032 -1.359 -2.184
C -3.798 -0.958 -2.572
C -2.843 -0.980 -3.663
C -1.479 -0.910 -3.389
C -0.509 -1.000 -4.415
C 0.818 -0.914 -4.096
C 1.151 -0.703 -2.758
N 0.253 -0.612 -1.774
C -1.039 -0.749 -2.064
C -2.023 -0.759 -0.953
N -1.533 -0.678 0.287
C -2.370 -0.737 1.330
C -3.739 -0.866 1.186
C -4.271 -0.930 -0.077
C -3.411 -0.883 -1.203
H -3.194 -1.055 -4.679
H -0.832 -1.148 -5.438
H 1.593 -0.998 -4.843
H 2.194 -0.606 -2.485
H -1.926 -0.672 2.315
H -4.372 -0.918 2.061
H -5.330 -1.033 -0.218
C 0.198 3.334 1.253
P 0.504 2.126 -0.070
C 1.995 2.803 -0.866
C -0.771 2.547 -1.292
H 0.078 4.337 0.841
H 1.037 3.343 1.951
H -0.701 3.072 1.813
H 1.834 3.841 -1.165
H 2.256 2.230 -1.759
H 2.845 2.759 -0.186
H -0.778 3.627 -1.457
H -1.766 2.249 -0.954
H -0.574 2.056 -2.245
O 2.098 -2.507 -0.420
Cl 1.004 -3.514 -0.066
O 1.558 -4.797 0.151
O -0.021 -3.424 -1.049
O 0.445 -2.939 1.250